The following is a quantum chemistry calculation of a molecular structure, C17H27ClIrN5SeSi, from the Open Molecules 2025 dataset.

Geometry as XYZ:
```
53
C17H27ClIrN5SeSi | the Open Molecules 2025 dataset | the ωB97M-V functional and the def2-TZVPD basis
Ir -0.497 -1.116 -0.747
Cl 1.923 -4.643 0.983
C 2.651 -3.056 1.194
C 3.696 -2.965 2.133
C 4.372 -1.774 2.241
C 4.224 -0.749 1.334
C 3.196 -0.838 0.389
C 2.357 -1.972 0.313
C 1.441 -2.134 -0.876
H 4.001 -3.825 2.713
H 5.040 -1.642 3.083
H 4.893 0.101 1.325
H 3.026 -0.016 -0.291
H 1.171 -3.180 -1.047
H 2.022 -1.721 -1.731
C -0.622 -2.711 3.496
Si -1.236 -1.195 2.585
C 0.057 0.176 2.376
C -2.736 -0.404 3.386
Se -2.058 -2.139 0.573
H -1.494 -3.234 3.867
H 0.027 -2.585 4.345
H -0.160 -3.354 2.727
H 0.789 0.211 3.234
H -0.342 1.235 2.368
H 0.628 0.037 1.462
H -2.462 0.184 4.297
H -3.460 -1.177 3.680
H -3.245 0.296 2.666
N -0.920 -1.787 -3.692
C -0.635 -1.795 -2.580
C -2.296 0.909 -2.219
N -0.944 0.800 -1.463
C -1.017 1.881 -0.437
N -1.261 3.232 -0.995
C -2.527 3.240 -1.821
N -2.469 2.206 -2.881
C -1.265 2.385 -3.738
N 0.047 2.471 -2.993
C 0.215 1.183 -2.379
C -0.105 3.497 -1.921
H -3.087 0.710 -1.469
H -2.294 0.108 -2.956
H -0.090 1.880 0.177
H -1.780 1.539 0.272
H -2.650 4.239 -2.256
H -3.438 3.039 -1.220
H -1.381 3.320 -4.298
H -1.256 1.533 -4.412
H 1.077 1.178 -1.724
H 0.256 0.451 -3.193
H -0.236 4.479 -2.457
H 0.857 3.494 -1.428
```

Summary:
Gap between HOMO and LUMO (spin up / spin down) in eV: 7.07 / 6.25
Energy above the lowest of the compared OMol25 structures with the same formula, charge and spin in kcal/mol: 0.0
2S+1: 5



The following is a quantum chemistry calculation of a single C17H27ClN2O3S2 molecule, from the Open Molecules 2025 dataset.

Geometry as XYZ:
```
52
C17H27ClN2O3S2 | the Open Molecules 2025 dataset | the ωB97M-V functional and the def2-TZVPD basis
C 0.190 1.777 -3.075
C 0.214 0.312 -3.487
S -1.366 -0.464 -3.054
C -1.027 -2.172 -3.603
C -1.248 -2.355 -5.095
C -1.939 -3.107 -2.806
O -2.945 -3.566 -3.318
N -1.587 -3.433 -1.529
C -2.469 -4.348 -0.819
C -0.526 -2.821 -0.753
C -1.067 -1.913 0.351
O -0.008 -1.255 1.020
C 0.406 -0.070 0.353
C 1.792 0.318 0.827
N 1.787 1.007 2.109
C 1.872 0.184 3.304
C 1.543 2.339 2.086
O 1.285 2.937 1.049
C 1.587 3.090 3.379
C 0.470 3.850 3.861
C -0.861 3.880 3.175
C 0.777 4.523 5.001
S 2.401 4.285 5.499
C 2.684 3.246 4.168
Cl 4.233 2.547 3.927
H 1.132 2.258 -3.337
H -0.615 2.309 -3.581
H 0.045 1.888 -1.999
H 0.378 0.216 -4.561
H 1.021 -0.219 -2.975
H 0.016 -2.380 -3.355
H -0.988 -3.371 -5.397
H -2.292 -2.185 -5.342
H -0.628 -1.656 -5.658
H -2.816 -5.121 -1.500
H -1.912 -4.804 -0.001
H -3.346 -3.840 -0.413
H 0.089 -3.604 -0.300
H 0.119 -2.233 -1.399
H -1.770 -1.192 -0.080
H -1.598 -2.499 1.103
H 0.418 -0.231 -0.729
H -0.296 0.747 0.554
H 2.411 -0.576 0.917
H 2.239 0.986 0.092
H 1.653 0.778 4.187
H 1.148 -0.627 3.237
H 2.873 -0.241 3.409
H -1.270 2.872 3.072
H -1.572 4.480 3.741
H -0.763 4.293 2.172
H 0.125 5.159 5.577
```

Summary:
Gap between HOMO and LUMO in eV: 9.44
Energy above the lowest of the compared OMol25 structures with the same formula, charge and spin in kcal/mol: 2.0



The following is a quantum chemistry calculation of a molecular structure, C17H27ClN2ReS, from the Open Molecules 2025 dataset.

Geometry as XYZ:
```
49
C17H27ClN2ReS | the Open Molecules 2025 dataset | the ωB97M-V functional and the def2-TZVPD basis
C -1.688 -5.425 -1.013
C -2.507 -4.745 -2.060
C -0.232 -5.552 -1.243
C -2.189 -5.383 0.392
Cl -1.741 -0.520 -0.039
H 0.158 -6.520 -1.564
H 0.294 -5.291 -0.323
H 0.062 -4.834 -2.010
H -3.147 -5.349 -2.693
H -1.832 -4.186 -2.724
H -3.160 -4.011 -1.561
H -2.710 -6.258 0.786
H -2.896 -4.548 0.476
H -1.351 -5.180 1.062
C 1.007 1.504 -1.766
C 1.848 0.374 -1.405
C 1.133 -0.837 -1.850
H 2.914 0.417 -1.157
C -0.090 -0.391 -2.487
C -0.188 1.011 -2.356
H -1.038 1.635 -2.649
H 1.335 2.552 -1.756
H 1.595 -1.822 -1.989
H -0.762 -1.058 -3.034
C -0.106 0.323 2.396
C 1.116 0.892 1.887
C 1.928 -0.189 1.377
H 1.486 1.894 2.108
C 1.192 -1.413 1.616
C -0.031 -1.071 2.262
H -0.812 -1.769 2.550
H -0.925 0.900 2.849
H 2.965 -0.078 1.065
H 1.554 -2.426 1.439
Re 0.281 0.069 0.163
C -0.483 6.179 0.891
N -0.785 4.788 1.259
C -0.137 3.730 0.723
S -1.073 2.308 0.374
N 1.183 3.816 0.495
C 2.121 4.661 1.242
H 0.524 6.250 0.487
H -0.569 6.811 1.783
H -1.199 6.557 0.147
H -1.760 4.612 1.461
H 1.600 2.977 0.102
H 2.988 4.060 1.535
H 2.478 5.480 0.609
H 1.644 5.060 2.141
```

Summary:
Gap between HOMO and LUMO (spin up / spin down) in eV: 3.12 / 5.31
Charge: +2
2S+1: 4



The following is a quantum chemistry calculation of a molecular structure, C17H27FeN6O3PS2, from the Open Molecules 2025 dataset.

Geometry as XYZ:
```
57
C17H27FeN6O3PS2 | the Open Molecules 2025 dataset | the ωB97M-V functional and the def2-TZVPD basis
Fe 0.432 0.777 0.348
N -2.071 1.872 2.796
C -0.835 1.667 3.211
N 0.177 1.288 2.441
C 1.326 1.177 3.189
C 1.187 1.470 4.540
S -0.405 1.888 4.900
C 2.496 0.763 2.522
C 3.764 0.586 3.073
S 4.854 0.050 1.909
C 3.569 0.074 0.710
N 2.397 0.480 1.184
N 3.794 -0.293 -0.535
H -2.296 1.812 1.815
H -2.792 2.205 3.420
H 1.945 1.449 5.309
H 4.077 0.756 4.093
H 4.712 -0.570 -0.853
H 3.049 -0.274 -1.215
N -1.001 1.327 -2.671
C -0.367 2.394 -2.145
C -0.279 3.596 -2.874
C 0.347 4.678 -2.328
C 0.903 4.591 -1.037
C 0.804 3.405 -0.390
N 0.187 2.292 -0.916
H -1.434 1.407 -3.575
H -1.251 0.545 -2.092
H -0.723 3.646 -3.859
H 0.408 5.604 -2.885
H 1.400 5.432 -0.576
H 1.228 3.284 0.602
C -0.645 -5.026 0.332
C -1.793 -4.063 0.468
O -1.525 -2.802 -0.263
P -0.726 -1.601 0.352
O -1.583 -0.289 -0.236
C -3.024 -0.162 0.030
C -3.834 -0.666 -1.137
O 0.531 -1.298 -0.671
C 0.538 -1.736 -2.092
C 1.445 -2.926 -2.245
H -0.868 -5.924 0.910
H 0.284 -4.602 0.721
H -0.498 -5.325 -0.706
H -2.006 -3.815 1.508
H -2.701 -4.442 0.008
H -3.205 0.902 0.189
H -3.260 -0.707 0.947
H -3.590 -0.119 -2.047
H -4.893 -0.512 -0.929
H -3.668 -1.729 -1.301
H 0.880 -0.877 -2.668
H -0.484 -1.970 -2.384
H 2.465 -2.702 -1.930
H 1.474 -3.213 -3.297
H 1.082 -3.777 -1.671
```

Summary:
Gap between HOMO and LUMO (spin up / spin down) in eV: 7.46 / 4.75
Charge: +3
2S+1: 6



The following is a quantum chemistry calculation of 2 unconnected molecules or ions with the total composition C17H27N3O4, from the Open Molecules 2025 dataset.

Geometry as XYZ:
```
51
C17H27N3O4 | the Open Molecules 2025 dataset | the ωB97M-V functional and the def2-TZVPD basis
C -3.075 -0.463 -5.108
N -2.086 -0.129 -4.084
C -2.374 0.128 -2.802
O -3.528 0.138 -2.388
C -1.187 0.526 -1.910
N -0.395 1.627 -2.503
C -0.785 2.841 -2.898
C -2.218 3.309 -2.733
O 0.037 3.592 -3.397
C -1.541 0.766 -0.420
C -1.935 -0.543 0.278
C -0.358 1.347 0.372
H -3.984 0.125 -4.954
H -3.331 -1.522 -5.042
H -2.676 -0.247 -6.100
H -1.123 -0.045 -4.368
H -0.531 -0.344 -1.915
H 0.593 1.468 -2.618
H -2.507 3.261 -1.687
H -2.289 4.342 -3.070
H -2.888 2.698 -3.334
H -2.374 1.463 -0.343
H -2.800 -0.989 -0.211
H -2.198 -0.342 1.316
H -1.103 -1.249 0.252
H -0.112 2.345 0.011
H -0.627 1.432 1.426
H 0.511 0.697 0.274
C 0.158 -3.887 3.150
O 1.418 -3.455 3.678
C 1.922 -2.366 3.013
C 1.616 -1.074 3.455
C 2.136 0.065 2.806
C 1.807 1.425 3.288
C 2.394 2.672 2.632
O 1.037 1.586 4.228
C 2.976 -0.131 1.694
C 3.285 -1.420 1.249
C 2.768 -2.532 1.905
N 3.112 -3.803 1.470
H -0.201 -4.753 3.713
H -0.589 -3.091 3.229
H 0.254 -4.175 2.097
H 0.968 -0.963 4.321
H 2.111 2.714 1.577
H 2.017 3.572 3.127
H 3.483 2.664 2.713
H 3.406 0.710 1.157
H 3.936 -1.551 0.392
H 3.967 -3.888 0.927
H 2.902 -4.547 2.135
```

Summary:
Gap between HOMO and LUMO in eV: 8.76
Energy above the lowest of the compared OMol25 structures with the same formula, charge and spin in kcal/mol: 9.8



The following is a quantum chemistry calculation of 8 unconnected molecules or ions with the total composition C17H27N7O3, from the Open Molecules 2025 dataset.

Geometry as XYZ:
```
54
C17H27N7O3 | the Open Molecules 2025 dataset | the ωB97M-V functional and the def2-TZVPD basis
C -0.689 -28.002 6.655
O -0.725 -26.844 5.754
C 0.328 -26.472 5.048
O 1.397 -27.077 4.858
O 0.059 -25.263 4.490
C 1.071 -24.720 3.674
H -1.044 -28.847 6.066
H -1.391 -27.788 7.462
H 0.325 -28.135 7.032
H 0.598 -24.054 2.952
H 1.612 -25.473 3.101
H 1.724 -24.108 4.296
C 3.024 -20.840 2.558
C 3.930 -21.785 1.885
N 4.546 -22.543 1.283
H 2.441 -20.334 1.787
H 3.694 -20.132 3.045
H 2.417 -21.282 3.348
C -2.649 -23.589 4.199
C -1.978 -22.352 4.371
N -1.426 -21.300 4.615
H -3.706 -23.410 4.002
H -2.477 -24.235 5.060
H -2.164 -23.969 3.300
C 5.050 -23.950 7.104
C 4.609 -23.553 5.755
N 4.164 -23.256 4.719
H 5.936 -23.376 7.375
H 5.320 -25.006 7.113
H 4.301 -23.695 7.854
C 2.809 -25.255 9.256
C 2.069 -25.395 10.455
N 1.506 -25.513 11.466
H 3.889 -25.270 9.402
H 2.407 -24.352 8.798
H 2.523 -26.032 8.546
C -1.482 -18.084 4.357
C -0.067 -17.773 4.097
N 1.054 -17.569 3.882
H -2.056 -17.171 4.516
H -1.444 -18.720 5.241
H -1.885 -18.552 3.458
C 1.514 -21.157 5.969
C 2.033 -21.481 7.326
N 2.431 -21.692 8.392
H 0.466 -20.861 5.927
H 1.512 -22.061 5.360
H 2.156 -20.420 5.487
C 5.389 -21.576 10.455
C 5.137 -22.777 11.243
N 4.848 -23.708 11.868
H 5.927 -20.818 11.025
H 4.484 -21.031 10.187
H 5.798 -21.908 9.501
```

Summary:
Gap between HOMO and LUMO in eV: 11.35



The following is a quantum chemistry calculation of a single C17H27NO2 molecule, from the Open Molecules 2025 dataset.

Geometry as XYZ:
```
47
C17H27NO2 | the Open Molecules 2025 dataset | the ωB97M-V functional and the def2-TZVPD basis
C -4.628 0.699 3.582
C -3.757 1.452 2.557
O -3.153 0.468 1.670
C -2.304 0.801 0.652
C -2.274 2.075 0.075
C -1.470 2.309 -1.033
C -0.648 1.309 -1.609
C -0.591 0.032 -1.020
C 0.408 -0.988 -1.565
O 0.107 -1.136 -2.983
C 0.191 -2.402 -0.914
C 1.088 -3.469 -1.491
C 2.561 -3.019 -1.372
C 2.811 -1.619 -2.019
C 1.901 -0.524 -1.415
C 2.346 -0.163 0.047
N 1.785 1.135 0.518
C 2.357 2.386 0.052
C 1.268 1.239 1.910
C -1.487 -0.181 0.069
H -5.165 1.384 4.265
H -4.024 0.043 4.177
H -5.368 0.085 3.039
H -4.386 2.112 1.952
H -2.994 2.007 3.111
H -2.820 2.943 0.457
H -1.477 3.299 -1.486
H -0.003 1.548 -2.403
H -0.855 -1.186 -3.096
H -0.873 -2.672 -1.052
H 0.395 -2.345 0.146
H 0.830 -3.643 -2.556
H 0.964 -4.432 -0.939
H 2.871 -3.092 -0.330
H 3.207 -3.728 -1.904
H 2.583 -1.707 -3.100
H 3.865 -1.287 -1.884
H 2.069 0.375 -2.003
H 1.962 -0.939 0.694
H 3.410 -0.032 0.138
H 3.159 2.683 0.718
H 2.707 2.273 -0.990
H 1.600 3.174 0.024
H 0.875 2.247 2.083
H 2.038 1.103 2.683
H 0.451 0.557 2.020
H -1.534 -1.173 0.527
```

Summary:
Gap between HOMO and LUMO in eV: 8.41
Energy above the lowest of the compared OMol25 structures with the same formula, charge and spin in kcal/mol: 44.9



The following is a quantum chemistry calculation of a single C17H27NO3 molecule, from the Open Molecules 2025 dataset.

Geometry as XYZ:
```
48
C17H27NO3 | the Open Molecules 2025 dataset | the ωB97M-V functional and the def2-TZVPD basis
C -1.624 4.772 0.600
C -0.152 4.567 0.936
C 0.140 3.109 1.289
C 1.630 2.821 1.545
O 2.315 2.193 0.483
C 2.683 2.994 -0.624
C 1.700 2.948 -1.801
C 1.536 1.533 -2.365
N 0.921 0.644 -1.408
C -0.347 0.204 -1.532
O -1.033 0.421 -2.513
C -0.845 -0.601 -0.337
C -1.776 -1.722 -0.794
C -0.987 -2.815 -1.518
O -0.018 -3.429 -0.692
C -0.403 -4.337 0.247
C -1.691 -4.833 0.420
C -1.942 -5.773 1.405
C -0.929 -6.229 2.227
C 0.356 -5.737 2.057
C 0.618 -4.801 1.079
H -2.250 4.492 1.444
H -1.820 5.814 0.358
H -1.910 4.162 -0.254
H 0.458 4.879 0.086
H 0.120 5.200 1.785
H -0.209 2.455 0.488
H -0.426 2.852 2.187
H 2.146 3.750 1.825
H 1.732 2.111 2.371
H 2.833 4.033 -0.303
H 3.648 2.597 -0.960
H 0.722 3.320 -1.500
H 2.086 3.600 -2.586
H 2.514 1.131 -2.650
H 0.885 1.553 -3.243
H 1.410 0.553 -0.529
H -0.002 -1.016 0.217
H -1.390 0.082 0.320
H -2.512 -1.312 -1.486
H -2.293 -2.145 0.069
H -0.412 -2.366 -2.332
H -1.664 -3.563 -1.948
H -2.506 -4.502 -0.206
H -2.947 -6.150 1.526
H -1.136 -6.960 2.994
H 1.158 -6.085 2.691
H 1.613 -4.411 0.931
```

Summary:
Gap between HOMO and LUMO in eV: 9.25
Energy above the lowest of the compared OMol25 structures with the same formula, charge and spin in kcal/mol: 20.3



The following is a quantum chemistry calculation of a molecular structure, C17H28AlCl7F2LiN6O6, from the Open Molecules 2025 dataset.

Geometry as XYZ:
```
68
C17H28AlCl7F2LiN6O6 | the Open Molecules 2025 dataset | the ωB97M-V functional and the def2-TZVPD basis
N 0.274 1.525 2.137
C -0.619 2.133 1.752
C -1.826 2.603 1.061
C -1.926 4.130 1.233
C -1.975 4.548 2.694
N -2.594 3.977 3.618
C -1.918 2.130 -0.406
C -1.195 3.045 -1.319
N -0.450 3.778 -1.789
C -1.363 0.712 -0.648
C 0.162 0.652 -0.884
C 0.750 -0.558 -0.153
F 0.520 -1.742 -0.848
N -3.356 2.265 -0.785
C -4.067 1.322 -0.490
O -4.733 0.436 -0.145
H -2.670 2.175 1.605
H -1.031 4.575 0.799
H -2.779 4.500 0.665
H -1.397 5.518 2.940
H -3.091 3.148 3.269
H -1.843 0.237 -1.503
H -1.643 0.104 0.216
H 0.680 1.497 -0.441
H 0.409 0.517 -1.934
H 0.300 -0.658 0.831
H 1.819 -0.375 -0.023
N -6.254 -0.428 -3.525
O -6.543 -1.492 -2.888
O -7.107 0.366 -3.861
O -5.034 -0.227 -3.789
Li -7.025 -1.882 -0.884
C 3.536 -2.696 -1.514
C 4.496 -1.549 -1.735
O 4.410 -0.512 -1.126
C 5.591 -1.753 -2.765
H 2.807 -2.425 -0.757
H 3.008 -2.928 -2.439
H 4.077 -3.587 -1.176
H 5.158 -1.948 -3.746
H 6.225 -2.596 -2.479
H 6.205 -0.857 -2.825
Al -5.684 -2.898 1.355
C 1.867 0.161 4.912
C 1.179 -0.290 6.268
O 1.534 -1.530 6.479
H 1.537 -0.454 4.079
H 1.587 1.195 4.702
H 2.951 0.108 4.983
H 0.099 -0.084 6.115
H 1.491 0.469 7.012
F -1.681 6.937 3.228
Cl -4.265 -1.704 -1.774
N 7.294 -3.849 -0.460
H 7.273 -2.840 -0.283
H 6.337 -4.213 -0.460
H 7.726 -4.027 -1.369
H 7.836 -4.313 0.274
C -6.424 -5.294 -4.003
Cl -5.175 -6.475 -3.606
Cl -5.808 -4.143 -5.179
Cl -7.842 -6.115 -4.646
Cl -6.883 -4.419 -2.518
C 3.509 3.144 -0.131
Cl 3.357 3.049 -1.890
Cl 2.352 4.271 0.577
H 3.335 2.157 0.283
H 4.510 3.480 0.114
```

Summary:
Gap between HOMO and LUMO in eV: 1.48
Charge: +1



Looking at E_tot for the records above, in order, we have -114099.3599, -61383.1583, -46515.4174, -98474.4801, -30728.2279, -34637.0983, -23651.2612, -25699.8750, -139177.9271 eV.